C33H54Al2Br2Cl4CsF6NNaO14S2 | ωB97M-V with the def2-TZVPD basis set

Values from the calculation:
Relative energy (zero: lowest compared OMol25 entry of this formula, charge and spin) ... 0.0 kcal per mole
Lowest unoccupied orbital energy ... -8.21 eV
Gap between HOMO and LUMO ... 0.93 eV
Total charge ... +1
Electronic energy ... -311529.974 eV
HOMO energy ... -9.15 eV

```
120
Properties=species:S:1:pos:R:3:forces:R:3:mulliken_charge:R:1
C 7.204 -1.290 0.416 -1.28 -0.16 -0.34 -0.919
C 6.056 -1.368 1.516 1.59 0.22 -0.56 -0.194
S 4.802 -2.572 0.967 -0.43 -0.52 0.53 0.157
C 3.294 -1.765 0.353 0.04 -0.24 1.39 -1.029
N 3.258 -1.385 -1.089 0.50 1.65 0.62 1.623
C 3.617 -2.140 -2.035 1.55 -2.70 -2.85 -0.390
C 4.168 -3.551 -2.023 0.13 -0.41 -0.37 -1.915
C 3.072 -4.576 -1.622 4.98 -1.85 -2.97 0.712
O 2.166 -4.303 -0.998 -4.94 1.68 3.24 -0.401
Cl 3.380 -6.197 -2.222 0.10 0.68 0.19 -0.057
C 3.477 -1.579 -3.500 0.40 1.91 1.79 1.285
S 2.266 -2.599 -4.419 -0.07 -0.12 0.22 -0.099
Cl 5.096 -1.336 -4.251 -0.33 -2.81 0.14 -0.063
C 2.972 -0.103 -3.074 0.54 0.08 -2.49 -1.097
Cl 4.175 1.049 -3.744 -1.35 1.90 0.97 -0.081
C 2.676 -0.066 -1.538 -1.19 -1.37 -1.71 -0.353
C 1.126 -0.428 -1.517 -0.98 0.78 0.59 -1.146
C 0.069 0.724 -1.611 -0.11 0.39 -0.44 -0.597
C 0.254 1.702 -2.818 -1.39 0.08 0.77 -0.820
O -0.418 2.977 -2.553 1.38 -0.58 0.01 -0.222
C 0.409 3.939 -3.214 0.02 1.09 -0.01 0.087
C 3.190 1.227 -0.875 -0.68 0.75 0.67 -0.543
Br 5.124 1.255 -0.541 -0.47 -0.05 -0.53 0.142
C 2.456 1.629 0.460 1.36 -1.46 1.17 -0.847
C 3.358 1.642 1.785 -1.79 0.51 0.50 -0.803
Br 1.610 3.487 0.316 -2.27 -1.28 -0.89 0.284
H 6.729 -1.638 -0.526 0.53 0.33 0.33 0.152
H 7.559 -0.260 0.238 0.16 -0.49 0.33 0.265
H 8.018 -2.005 0.620 -0.29 0.56 0.08 0.361
H 5.675 -0.379 1.808 -0.09 -0.43 -0.21 0.114
H 6.544 -1.784 2.419 -0.82 -0.05 -0.30 0.534
H 3.046 -0.932 1.038 0.06 -0.07 -0.92 0.141
H 2.478 -2.499 0.489 0.57 0.14 -0.09 0.479
H 4.470 -3.840 -3.048 -0.08 0.44 0.51 0.619
H 5.067 -3.676 -1.390 -0.54 -0.02 -0.03 0.502
H 2.577 -2.498 -5.746 0.47 0.43 0.76 0.268
H 2.112 0.054 -3.750 0.15 0.20 1.05 0.549
H 0.865 -1.055 -0.637 0.33 0.44 -0.36 0.466
H 0.946 -1.082 -2.395 0.29 0.25 0.55 0.492
H -0.919 0.236 -1.751 0.60 0.17 0.19 0.552
H -0.059 1.339 -0.693 0.39 -0.45 -0.40 0.082
H 1.299 1.970 -3.048 -0.33 -0.65 -0.02 0.545
H -0.311 1.278 -3.667 0.91 0.03 -0.09 0.315
H 0.616 3.621 -4.251 -0.34 0.48 0.28 0.509
H -0.043 4.970 -3.223 0.27 -1.51 0.04 -0.855
H 1.407 4.054 -2.723 -0.57 -0.13 -0.08 0.239
H 3.005 2.046 -1.599 0.25 -0.66 0.20 0.940
H 1.607 0.957 0.685 0.28 0.64 -0.28 0.838
H 4.109 2.514 1.857 -0.21 -2.86 0.57 0.243
H 2.651 1.823 2.629 0.46 -0.17 -0.36 0.649
H 3.854 0.682 2.010 -0.02 0.59 -0.39 0.308
F -0.688 -0.002 6.165 -0.11 0.21 0.04 -0.325
C -0.899 -1.140 5.480 0.02 -0.69 -0.42 0.272
C 0.081 -1.607 4.619 0.16 0.24 -0.31 -0.309
C -0.149 -2.792 3.924 -0.28 0.29 0.21 -0.526
C -1.343 -3.481 4.083 0.09 -0.26 -0.29 -0.768
C -2.314 -2.995 4.937 -0.07 0.06 0.06 -0.424
C -2.091 -1.823 5.644 -0.16 0.36 0.28 -0.458
H 1.013 -1.052 4.503 0.15 -0.07 0.42 0.546
H 0.603 -3.181 3.257 0.20 -0.07 -0.04 0.601
H -1.513 -4.399 3.535 0.00 -0.01 0.03 0.507
H -3.247 -3.530 5.057 0.00 0.00 0.02 0.434
H -2.839 -1.436 6.326 0.03 0.00 0.04 0.439
C -6.874 6.349 -0.931 -0.03 0.21 -0.04 -0.858
O -5.567 6.551 -0.403 -0.05 -0.46 -0.07 -0.234
C -5.435 6.151 0.944 0.23 0.36 -0.54 -0.519
C -4.071 5.515 1.182 -3.25 1.85 -2.41 -1.605
O -3.910 4.207 0.623 -0.05 0.68 0.39 -0.607
C -3.890 4.126 -0.806 0.05 -0.38 -0.61 -0.758
C -2.645 4.732 -1.432 -0.54 -0.08 0.05 0.151
O -2.665 6.154 -1.294 0.64 0.42 -0.01 -0.348
C -1.401 6.705 -0.943 -0.70 0.09 0.11 -0.781
H -7.550 7.130 -0.577 -0.10 -0.10 0.00 0.316
H -6.808 6.402 -2.016 0.07 0.10 0.03 0.249
H -7.265 5.363 -0.663 -0.01 0.03 0.07 0.405
H -6.218 5.442 1.230 0.03 -0.04 0.02 0.414
H -5.528 7.050 1.565 0.03 -0.15 0.29 0.498
H -3.951 5.381 2.263 -5.99 4.33 -5.07 1.693
H -3.257 6.172 0.870 -0.03 0.19 -0.05 0.056
H -4.808 4.524 -1.230 0.12 0.27 0.08 0.176
H -3.894 3.060 -1.041 0.13 -0.02 0.16 0.487
H -2.619 4.490 -2.498 0.03 -0.30 0.07 0.284
H -1.758 4.303 -0.961 0.09 0.02 -0.05 0.152
H -0.929 6.135 -0.139 0.21 -0.05 -0.15 0.266
H -1.565 7.722 -0.587 -0.03 0.02 -0.08 0.206
H -0.744 6.736 -1.813 0.75 -0.23 0.83 0.520
O 3.619 -7.341 1.175 -0.18 0.10 0.25 -0.419
Cl 2.581 -8.341 1.250 -0.01 -0.36 -0.43 1.711
O 3.013 -9.431 2.072 0.20 0.06 0.02 -0.523
O 2.287 -8.826 -0.075 -0.13 0.11 0.22 -0.560
O 1.394 -7.751 1.823 0.06 0.26 -0.13 -0.543
Cs -2.797 4.504 2.963 8.84 -6.92 7.85 0.979
C 0.664 6.479 -5.524 0.41 -0.10 -0.05 0.805
O 1.033 7.225 -6.443 -0.22 -0.41 0.60 -0.549
O 1.183 6.438 -4.351 0.31 1.02 0.44 -0.510
O -0.293 5.644 -5.597 -1.16 0.16 -0.52 -0.522
Na -1.405 7.014 -3.542 0.08 -0.12 -1.47 0.867
F 2.652 -0.552 5.551 -0.09 0.28 -0.62 -0.713
Al 3.745 3.953 1.064 2.71 3.18 -0.13 -0.232
F 6.834 -5.981 0.883 0.12 -0.35 -0.80 -0.388
Al 7.218 -7.241 -0.256 0.15 -0.56 0.16 0.667
F 6.267 -8.645 0.089 0.53 0.99 -0.29 -0.392
F 8.900 -7.634 -0.145 -1.06 0.40 -0.12 -0.416
F 6.854 -6.679 -1.869 0.04 -0.01 0.92 -0.437
C -4.523 -2.437 2.041 0.04 -0.06 -0.03 -0.766
O -5.106 -3.639 2.495 -0.03 0.25 -0.12 -0.340
C -6.450 -3.464 2.924 0.10 -0.51 0.08 -0.499
C -7.431 -3.981 1.892 -0.25 0.43 0.08 -0.567
O -7.418 -3.175 0.719 0.24 -0.12 -0.05 -0.376
C -6.707 -3.783 -0.347 -0.11 0.07 -0.01 -0.693
H -3.567 -2.677 1.574 0.01 -0.08 0.10 0.219
H -5.157 -1.937 1.301 -0.04 0.02 0.03 0.405
H -4.341 -1.766 2.887 0.04 0.11 -0.03 0.315
H -6.652 -2.415 3.161 -0.02 0.02 -0.07 0.349
H -6.569 -4.045 3.844 -0.05 0.02 0.02 0.381
H -8.441 -3.923 2.307 0.00 -0.05 0.04 0.383
H -7.224 -5.027 1.652 0.07 0.01 0.01 0.336
H -7.271 -4.637 -0.733 0.11 -0.06 -0.04 0.339
H -5.712 -4.108 -0.032 -0.01 -0.06 0.00 0.298
H -6.601 -3.047 -1.143 -0.07 0.03 0.03 0.224
```
Positions in Å, forces in eV/Å.